This record from the OMol25 dataset describes an isolated molecule of CH2F3N. The level of theory is wB97M-V/def2-TZVPD.

E_tot (eV): -10707.52186
HOMO level (hartree): -0.398
Structure (SMILES): FCN(F)F
Strongest force on any atom (eV/Å): 3.7
LUMO level (eV): 0.873
Kohn-Sham gap (eV): 11.7

```
! wB97M-V def2-TZVPD RIJCOSX def2/J DEFGRID3
* xyz 0 1
C 0.6344 0.1002 0.0105
N -0.6542 -0.6184 -0.0081
F 0.6252 1.4066 0.0307
F -1.4308 -0.2475 -1.0823
F -1.4679 -0.4125 1.0817
H 1.1190 -0.1254 -1.0060
H 1.1743 -0.1029 0.9733
*
```